# C10H16BF4N3O3S3SeW

A structure of composition C10H16BF4N3O3S3SeW at a distorted geometry (ωB97M-V with the def2-TZVPD basis set, the Open Molecules 2025 dataset).

XYZ file:
```
42
Properties=species:S:1:pos:R:3:forces:R:3
W 0.903 0.861 1.270 -0.448 0.346 -1.104
C -3.821 1.300 0.532 -0.042 -0.051 0.044
N -3.141 0.016 0.296 -0.198 0.040 -0.071
C -4.000 -1.174 0.194 0.019 0.032 0.070
C -1.840 -0.065 0.282 -0.032 -0.187 0.021
O -1.095 0.945 0.422 0.178 0.594 0.176
C -1.148 -1.397 0.110 -0.049 -0.090 0.126
O 0.259 -1.168 0.126 0.236 0.358 0.251
C 0.961 -1.278 -1.115 0.142 -0.086 0.063
C 1.370 0.108 -1.575 -0.003 -0.144 0.047
O 1.101 1.072 -0.787 0.111 0.498 0.081
N 1.961 0.296 -2.712 0.069 0.116 -0.231
C 2.323 -0.797 -3.625 0.024 0.040 -0.022
C 2.354 1.643 -3.165 0.041 -0.062 -0.018
H -4.583 1.440 -0.233 0.019 -0.041 -0.013
H -3.110 2.115 0.490 0.067 -0.003 0.007
H -4.300 1.280 1.512 0.019 -0.041 -0.019
H -4.950 -0.879 -0.240 0.007 0.032 -0.052
H -4.188 -1.590 1.185 0.023 0.029 0.009
H -3.558 -1.937 -0.441 0.000 0.034 -0.012
H -1.448 -1.883 -0.815 0.013 -0.054 -0.041
H -1.378 -2.058 0.944 -0.030 -0.084 0.046
H 0.338 -1.768 -1.860 -0.068 -0.054 -0.014
H 1.843 -1.886 -0.930 0.086 -0.090 -0.019
H 1.930 -1.754 -3.296 -0.007 0.036 0.002
H 3.408 -0.865 -3.685 0.027 0.017 0.043
H 1.938 -0.573 -4.617 -0.066 0.007 -0.004
H 2.058 2.388 -2.439 -0.027 -0.002 0.069
H 1.869 1.847 -4.118 -0.013 -0.044 0.006
H 3.434 1.672 -3.301 0.003 -0.050 0.014
S 0.317 3.809 4.105 0.024 0.049 0.143
C 0.958 3.068 2.851 0.346 0.653 0.044
S 0.401 3.188 1.171 -0.078 -0.802 0.332
S 2.333 1.937 2.831 -0.769 -0.469 -0.642
F 2.516 -0.014 0.836 0.003 -0.076 0.540
B 2.969 -2.096 2.309 0.075 0.268 -0.240
F 1.740 -1.651 2.597 0.076 -0.401 0.318
F 3.097 -2.869 1.244 0.054 0.075 0.271
F 3.984 -1.679 3.020 -0.198 -0.232 -0.156
Se -2.457 -0.046 4.480 -0.022 0.010 0.035
C -1.146 0.152 3.444 -0.073 -0.117 0.118
N -0.201 0.291 2.703 0.463 -0.053 -0.220
```
Positions in Å, forces in eV/Å.

Values from the calculation:
E_tot in eV: -132456.9414
Frontier orbital gap in eV: 5.759
LUMO in eV: -8.78
Net charge: +2
ΔE to the lowest compared entry with this formula, charge and spin in eV: 0.767

Listed below, in e, are the natural (NBO) charges computed for each atom: 1.78, -0.43, -0.32, -0.42, 0.67, -0.66, -0.16, -0.52, -0.16, 0.69, -0.66, -0.31, -0.42, -0.43, 0.24, 0.25, 0.23, 0.25, 0.23, 0.22, 0.24, 0.26, 0.24, 0.27, 0.22, 0.25, 0.24, 0.25, 0.24, 0.24, 0.29, -0.61, 0.23, 0.28, -0.52, 1.49, -0.51, -0.49, -0.47, 0.39, 0.14, -0.74

# C10H16BrCl2N2O4PS

A cluster of 2 separate species, C10H16BrCl2N2O4PS in total at a distorted geometry (ωB97M-V with the def2-TZVPD basis set, the Open Molecules 2025 dataset).

XYZ file:
```
37
Properties=species:S:1:pos:R:3:forces:R:3
N 2.113 -4.818 0.818 -7.619 8.689 -4.542
C 1.301 -3.906 0.340 5.123 -6.143 3.480
C 0.173 -2.766 -0.128 1.635 -1.563 1.828
Cl 0.679 -2.296 -1.882 -0.955 -0.573 1.703
C 0.355 -1.517 0.942 -0.462 -0.790 -0.016
P 1.168 0.040 0.193 2.452 5.270 3.902
O 1.387 1.073 1.410 -1.065 -4.265 -4.743
O 2.803 -0.309 -0.392 -3.981 0.317 -0.931
O 0.183 0.891 -0.973 1.004 -3.286 1.213
C -1.282 -3.518 -0.046 0.020 -1.966 -2.217
Br -1.797 -3.857 1.883 0.503 0.392 -1.536
C -1.040 -5.040 -0.696 1.191 -7.032 -4.615
N -0.852 -6.167 -1.329 -1.810 10.496 5.939
C -2.473 -2.836 -0.942 -0.398 0.420 -0.559
C -2.902 -1.319 -0.494 -1.154 0.042 -0.518
C -4.017 -1.240 0.711 0.753 1.882 0.450
Cl -5.596 -2.165 0.353 1.706 0.710 0.247
H 1.010 -1.912 1.855 -1.216 1.153 -2.156
H -0.677 -1.180 1.408 2.128 -0.651 -1.153
H 2.808 -0.382 -1.393 -0.036 0.020 1.580
H -0.443 0.279 -1.461 1.121 0.829 0.591
H -2.112 -2.783 -2.072 -0.472 -0.238 2.523
H -3.458 -3.508 -0.969 2.362 1.333 0.416
H -2.014 -0.608 -0.217 -1.616 -1.484 -0.385
H -3.423 -0.828 -1.450 1.134 -1.126 2.079
H -4.326 -0.092 0.808 0.575 -2.618 -0.282
H -3.606 -1.544 1.769 -0.901 0.249 -2.301
C 1.817 4.438 0.973 -0.014 -0.006 -0.043
S 2.373 6.134 0.681 -0.408 0.061 -0.263
O 1.286 6.842 -0.074 0.524 -0.402 0.251
C 3.669 5.706 -0.506 0.054 -0.006 -0.130
H 0.973 4.464 1.667 0.157 0.088 -0.104
H 1.497 3.981 0.032 0.044 0.103 0.071
H 2.629 3.857 1.415 -0.086 0.056 -0.033
H 3.237 5.173 -1.356 -0.061 0.052 0.105
H 4.423 5.085 -0.017 -0.093 0.060 0.026
H 4.135 6.629 -0.858 -0.140 -0.071 0.124
```
Positions in Å, forces in eV/Å.

Values from the calculation:
E_tot in eV: -137004.6429
Frontier orbital gap in eV: 7.349
LUMO in eV: -1.32
Net charge: 0

Listed below, in e, are the natural (NBO) charges computed for each atom: -0.24, 0.21, -0.07, -0.01, -0.81, 2.16, -1.04, -0.93, -0.94, -0.14, 0.12, 0.22, -0.25, -0.47, -0.45, -0.38, -0.08, 0.33, 0.30, 0.50, 0.50, 0.26, 0.28, 0.21, 0.25, 0.24, 0.24, -0.82, 1.23, -0.98, -0.83, 0.24, 0.23, 0.24, 0.23, 0.23, 0.24

# C10H16Cl3F2N2O15V2

A structure of composition C10H16Cl3F2N2O15V2 at a distorted geometry (ωB97M-V with the def2-TZVPD basis set, the Open Molecules 2025 dataset).

XYZ file:
```
50
Properties=species:S:1:pos:R:3:forces:R:3
O 2.326 1.511 3.481 0.040 0.770 -0.839
V 2.986 1.518 2.078 0.114 -3.212 1.072
V 2.190 2.943 -1.809 -3.336 -0.790 -0.091
Cl 0.453 0.335 0.254 0.723 -1.465 1.237
O 0.136 1.452 1.051 -1.142 1.840 1.059
O -0.510 -0.657 0.129 -1.240 -0.057 -0.329
O 0.831 0.832 -1.043 1.470 1.895 -3.049
O 1.621 -0.260 0.852 2.284 0.350 0.736
C -2.148 3.880 -1.068 -0.420 0.603 0.041
N -1.120 3.741 -2.198 -4.927 1.075 -0.298
O 0.031 3.606 -1.824 4.687 -0.786 0.308
O -1.550 3.894 -3.306 1.765 -0.656 1.200
H -1.791 3.745 -0.046 0.665 -0.687 -0.525
H -3.015 3.266 -1.309 0.217 -0.079 -0.195
H -2.437 4.931 -1.079 -0.131 0.039 -0.527
C 4.347 -2.544 1.412 1.170 0.948 -0.609
N 5.162 -1.400 1.932 2.205 0.610 3.234
O 6.277 -1.508 2.449 -3.074 -0.089 -2.169
O 4.503 -0.332 2.071 -0.227 0.988 -0.671
H 3.748 -2.021 0.666 -0.368 -0.687 0.109
H 3.799 -2.874 2.294 -0.053 -0.350 -0.312
H 5.068 -3.229 0.966 -0.399 -0.321 0.297
C 0.385 -4.326 -0.261 1.004 1.056 -0.748
C -1.067 -3.949 -0.252 0.869 -0.684 -0.988
O -1.420 -3.891 1.096 -0.028 0.414 -0.035
C -0.357 -4.298 1.846 0.314 -0.319 5.050
O -0.313 -4.392 3.090 -0.610 0.586 -4.877
O 0.699 -4.530 1.070 0.691 -0.624 1.121
F -1.673 -4.969 -0.874 -1.612 -0.812 -0.284
H 0.970 -3.471 -0.601 0.280 -0.004 -0.238
H 0.607 -5.195 -0.880 -0.187 -0.002 0.151
H -1.223 -3.076 -0.885 -0.700 0.451 0.808
C -0.944 -0.695 -3.751 -0.098 1.111 -0.446
C -1.243 -0.517 -5.204 -1.535 -2.252 -1.396
O -2.614 -0.069 -5.188 0.661 -0.027 -1.039
C -2.818 0.546 -4.039 -5.057 2.340 0.486
O -3.831 1.183 -3.696 3.412 -1.871 -1.208
O -1.782 0.395 -3.264 2.713 -0.522 2.747
F -1.269 -1.745 -5.837 0.389 1.109 0.338
H 0.118 -0.511 -3.593 -0.226 0.064 0.594
H -1.276 -1.665 -3.381 -0.036 0.131 0.032
H -0.608 0.168 -5.765 -0.115 0.009 -0.049
Cl -3.133 3.582 5.409 0.492 -0.570 -0.335
C -1.794 3.682 4.243 1.135 0.476 -0.243
C -0.983 2.429 4.152 -0.406 -0.215 -0.526
Cl -0.522 1.871 5.760 -0.322 0.095 0.002
H -1.141 4.494 4.564 -0.323 0.121 0.154
H -2.053 3.837 3.196 -1.004 0.454 0.217
H -0.119 2.623 3.517 0.560 -0.074 0.432
H -1.499 1.660 3.577 -0.284 -0.379 0.603
```
Positions in Å, forces in eV/Å.

Values from the calculation:
E_tot in eV: -138648.7344
Frontier orbital gap (spin up / spin down) in eV: 2.899 / 2.252
⟨S²⟩: 12.054
LUMO (spin up / spin down) in eV: -13.76 / -14.40
Spin multiplicity: 7
Net charge: +3

Listed below, in e, are the natural (NBO) charges computed for each atom: -0.53, 1.46, 1.78, 2.61, -0.88, -0.72, -0.97, -0.90, -0.50, 0.58, -0.62, -0.16, 0.23, 0.30, 0.27, -0.45, 0.54, -0.20, -0.62, 0.22, 0.28, 0.27, -0.12, 0.44, -0.47, 0.96, -0.56, -0.47, -0.32, 0.16, 0.24, 0.15, -0.13, 0.44, -0.45, 0.96, -0.58, -0.52, -0.31, 0.19, 0.23, 0.17, 0.41, -0.44, -0.43, 0.40, 0.26, 0.26, 0.26, 0.27

# C10H16ClF3INOP2

An isolated molecule of C10H16ClF3INOP2 at a distorted geometry (ωB97M-V with the def2-TZVPD basis set, the Open Molecules 2025 dataset).

XYZ file:
```
35
Properties=species:S:1:pos:R:3:forces:R:3
C -0.721 -1.016 2.668 1.891 1.085 -5.908
C -0.384 -0.604 1.452 -1.986 -1.439 7.087
P 0.101 0.286 -0.186 1.207 1.441 2.708
C 0.494 1.872 0.842 0.354 0.595 1.408
N -0.694 2.410 1.590 0.753 0.956 0.030
C 1.965 0.310 -0.711 1.424 0.501 -0.392
C 2.854 -0.599 0.318 -0.645 -0.630 -1.294
C 4.132 -1.299 -0.399 -0.023 -0.733 2.233
I 5.147 -0.010 -1.858 -0.443 -0.719 0.577
C -1.261 1.147 -1.194 -0.904 0.762 -1.063
C -2.743 1.054 -0.567 -1.477 -0.140 -1.020
C -3.491 -0.348 -0.788 -1.060 -1.187 2.582
F -3.501 -1.004 -2.074 0.221 1.616 3.365
C -4.129 -0.984 0.330 1.086 -0.207 -2.505
F -4.386 -0.327 1.569 0.812 -2.392 -3.367
F -4.498 -2.383 0.226 0.510 4.395 0.948
P -0.286 -1.579 -1.322 -0.404 -2.623 -1.826
O 1.173 -2.411 -1.714 -0.602 1.309 -0.195
Cl -1.347 -2.979 -0.083 1.152 0.720 -0.864
H -0.947 -1.673 3.594 0.449 1.624 -2.161
H 0.884 2.744 0.175 -0.471 -1.722 1.008
H 1.286 1.560 1.642 -0.851 0.569 -1.703
H -0.567 3.447 1.573 -0.457 -1.264 0.420
H -0.699 2.098 2.583 0.077 0.309 -1.151
H 2.115 0.018 -1.818 -0.215 0.205 1.853
H 2.402 1.386 -0.617 -1.085 -1.833 -0.307
H 3.185 0.072 1.189 -0.534 -1.201 -1.297
H 2.171 -1.478 0.661 1.358 1.534 -0.222
H 4.913 -1.469 0.451 -1.245 0.367 -1.689
H 3.902 -2.358 -0.806 0.219 2.143 0.202
H -1.281 0.717 -2.268 -0.045 0.659 1.788
H -1.013 2.281 -1.290 -0.269 -2.067 0.390
H -2.817 1.305 0.550 0.466 -0.542 -1.732
H -3.391 1.855 -1.115 1.219 -1.317 0.844
H 1.428 -2.048 -2.608 -0.486 -0.773 1.254
```
Positions in Å, forces in eV/Å.

Values from the calculation:
E_tot in eV: -61512.1713
Frontier orbital gap in eV: 7.920
LUMO in eV: 0.20
Net charge: 0
Structure (SMILES): C#CP(CN)(CCCI)(CCC(F)=C(F)F)P(O)Cl

Listed below, in e, are the natural (NBO) charges computed for each atom: -0.23, -0.42, 1.16, -0.57, -0.88, -0.75, -0.44, -0.53, 0.06, -0.74, -0.47, 0.26, -0.33, 0.66, -0.31, -0.32, 0.73, -0.99, -0.30, 0.27, 0.20, 0.20, 0.36, 0.38, 0.24, 0.25, 0.23, 0.24, 0.23, 0.25, 0.27, 0.26, 0.29, 0.23, 0.50

# C10H16FNOSi

A structure of composition C10H16FNOSi at a distorted geometry (ωB97M-V with the def2-TZVPD basis set, the Open Molecules 2025 dataset).

XYZ file:
```
30
Properties=species:S:1:pos:R:3:forces:R:3
C 2.107 -0.457 -1.108 -2.143 0.356 0.105
C 0.802 -2.276 -0.156 1.272 -1.684 -0.835
C 2.625 -1.849 1.445 0.687 2.017 -1.343
C 0.673 -1.620 2.127 -3.103 -1.131 0.807
C 1.339 -2.682 1.274 0.383 -0.066 -2.888
C 0.920 -0.762 -0.337 2.872 -1.894 4.606
C 1.609 -0.652 1.547 0.410 -1.328 -2.986
C -2.805 1.100 -1.075 0.920 2.160 0.828
C -0.068 2.144 -2.151 1.721 -1.387 0.424
C -0.584 2.301 0.972 -0.173 -0.695 0.022
N 2.997 -0.347 -1.805 1.681 0.363 -0.903
O -0.251 -0.186 -0.479 -0.993 0.347 -0.719
F 1.887 0.550 2.060 -0.004 0.191 0.155
Si -0.852 1.319 -0.718 -2.974 1.031 0.763
H 1.397 -2.848 -0.893 0.166 0.559 0.148
H -0.181 -2.625 -0.431 -0.740 0.201 0.616
H 3.100 -2.202 2.354 0.197 0.625 0.306
H 3.366 -1.564 0.643 -0.469 -1.334 0.625
H -0.437 -1.575 2.016 0.740 0.429 0.154
H 0.937 -1.759 3.138 0.093 -0.135 1.516
H 1.459 -3.806 1.336 -0.682 1.476 0.671
H -3.230 1.973 -0.439 0.307 -1.449 -1.018
H -3.172 1.235 -2.108 0.633 0.244 0.279
H -3.263 0.184 -0.770 -0.067 -0.619 0.681
H -0.449 3.038 -2.485 -1.112 2.674 0.233
H 0.957 2.306 -1.765 -0.072 0.120 -0.752
H -0.066 1.685 -3.137 0.379 -1.126 0.290
H -1.220 1.972 1.845 0.532 -0.269 -1.077
H 0.486 2.152 1.311 -1.171 0.641 -0.482
H -0.902 3.358 0.882 0.710 -0.315 -0.226
```
Positions in Å, forces in eV/Å.

Values from the calculation:
E_tot in eV: -24760.1883
Frontier orbital gap in eV: 9.791
LUMO in eV: 0.76
Net charge: 0
ΔE to the lowest compared entry with this formula, charge and spin in eV: 1.166

Listed below, in e, are the natural (NBO) charges computed for each atom: 0.23, -0.42, -0.47, -0.48, -0.21, 0.19, 0.41, -1.09, -1.18, -1.13, -0.31, -0.84, -0.33, 1.86, 0.22, 0.23, 0.22, 0.23, 0.21, 0.22, 0.24, 0.23, 0.24, 0.24, 0.25, 0.24, 0.26, 0.24, 0.25, 0.24

# C10H16INO2

A cluster of 2 separate species, C10H16INO2 in total at a distorted geometry (ωB97M-V with the def2-TZVPD basis set, the Open Molecules 2025 dataset).

XYZ file:
```
30
Properties=species:S:1:pos:R:3:forces:R:3
C -0.819 -0.378 -0.441 0.219 0.842 0.362
C -0.447 0.711 0.297 -0.108 -0.442 -0.267
C -0.728 0.330 1.677 0.243 0.365 0.105
C 0.260 2.128 -1.623 -0.109 -0.019 0.299
C 1.476 2.197 0.574 -0.113 -0.008 -0.043
C -0.837 3.135 0.405 0.084 -0.120 -0.030
C -0.025 -3.537 1.822 0.055 0.123 0.249
C -0.413 -3.972 -0.674 0.015 -0.067 -0.189
C 0.108 2.037 -0.104 0.071 0.151 -0.026
C 0.206 -3.181 0.410 -0.327 1.370 -0.267
N -1.328 -1.358 0.317 0.107 -1.887 -0.078
O -0.575 0.910 2.725 -0.106 -0.202 -0.167
O -1.260 -0.940 1.624 0.016 0.106 0.433
I 2.003 -2.193 -0.030 -0.279 -0.306 0.165
H -0.786 -0.532 -1.501 0.063 -0.018 -0.274
H 0.899 1.329 -1.991 0.116 -0.119 -0.119
H -0.711 2.058 -2.113 -0.068 -0.023 -0.085
H 0.710 3.080 -1.896 0.040 0.089 -0.028
H 1.900 3.168 0.332 0.078 0.141 -0.028
H 2.162 1.421 0.237 0.084 -0.053 -0.032
H 1.363 2.120 1.652 0.070 0.012 0.090
H -0.440 4.115 0.150 0.044 0.148 -0.036
H -0.936 3.065 1.484 -0.037 0.058 0.084
H -1.823 3.031 -0.043 -0.103 0.021 -0.058
H 0.478 -4.478 2.065 0.056 -0.084 -0.047
H 0.348 -2.772 2.501 -0.034 -0.031 -0.010
H -1.093 -3.666 1.996 -0.065 -0.034 -0.021
H -0.351 -3.465 -1.634 0.009 0.005 -0.044
H -1.459 -4.160 -0.440 -0.066 0.014 0.061
H 0.093 -4.938 -0.772 0.041 -0.030 0.001
```
Positions in Å, forces in eV/Å.

Values from the calculation:
E_tot in eV: -24312.2990
Frontier orbital gap (spin up / spin down) in eV: 7.876 / 6.220
LUMO (spin up / spin down) in eV: -0.51 / -1.46
Net charge: 0
ΔE to the lowest compared entry with this formula, charge and spin in eV: 1.079

Listed below, in e, are the natural (NBO) charges computed for each atom: -0.05, -0.14, 0.70, -0.60, -0.60, -0.60, -0.74, -0.73, -0.07, 0.10, -0.11, -0.58, -0.36, 0.20, 0.22, 0.21, 0.21, 0.21, 0.21, 0.20, 0.23, 0.21, 0.23, 0.21, 0.24, 0.25, 0.25, 0.23, 0.24, 0.23